No. 1
{
  "formula": "C3H4N4OS",
  "method": "ωB97M-V/def2-TZVPD",
  "species": ["N", "H", "C", "N", "C", "C", "H", "N", "S", "H", "N", "H", "O"],
  "positions_angstrom": [[-0.550, -2.470, -0.094], [0.109, 0.724, -1.897], [0.051, 0.646, -0.859], [0.691, -2.383, -0.230], [-1.316, -1.391, -0.018], [-1.069, -0.063, -0.307], [2.678, -0.012, 1.404], [-2.662, -1.041, 0.238], [1.545, -0.799, -0.374], [0.424, 1.469, -0.402], [1.911, -0.569, 1.106], [-3.121, -1.447, 1.018], [-2.358, 0.310, 0.093]],
  "nbo_charge": [-0.112, 0.229, -0.590, -0.276, 0.091, 0.275, 0.387, -0.288, 1.078, 0.232, -1.121, 0.381, -0.284],
  "charge": 0,
  "e_above_lowest_ev": 6.653,
  "homo_energy_ev": -8.71,
  "orbital_gap_ev": 8.03,
  "total_energy_ev": -22010.9718
}



No. 2
{
  "formula": "C18H32N5O3PZn",
  "method": "ωB97M-V/def2-TZVPD",
  "species": ["H", "C", "H", "O", "H", "H", "H", "H", "N", "H", "C", "H", "H", "H", "C", "C", "P", "H", "C", "H", "H", "C", "H", "H", "N", "C", "N", "H", "C", "O", "H", "H", "C", "C", "H", "C", "O", "H", "H", "N", "C", "C", "H", "H", "H", "H", "H", "N", "H", "H", "C", "C", "H", "Zn", "H", "C", "C", "H", "C", "H"],
  "positions_angstrom": [[10.951, 6.373, 9.855], [8.649, 7.103, 5.895], [9.167, 11.871, 9.694], [11.297, 10.350, 8.702], [8.214, 11.157, 11.168], [8.443, 12.613, 4.540], [6.281, 12.350, 6.592], [11.960, 6.152, 5.566], [10.578, 8.404, 5.783], [8.476, 4.923, 5.707], [11.916, 8.716, 5.524], [4.021, 9.044, 5.910], [11.038, 5.530, 6.875], [12.963, 10.486, 4.971], [6.742, 12.003, 5.642], [10.156, 7.202, 5.826], [9.936, 9.559, 8.634], [8.765, 12.394, 7.437], [7.997, 5.889, 5.801], [6.146, 12.317, 4.815], [11.136, 7.961, 10.670], [12.092, 10.235, 5.579], [12.669, 8.190, 6.240], [4.358, 10.554, 5.102], [7.054, 10.617, 5.777], [6.133, 9.676, 5.872], [9.085, 12.273, 6.477], [11.450, 10.712, 10.765], [10.314, 12.939, 6.237], [9.079, 9.878, 9.947], [12.618, 11.540, 9.758], [12.280, 10.520, 6.600], [4.667, 9.950, 5.983], [8.046, 12.765, 5.519], [7.885, 13.826, 5.631], [12.091, 10.604, 9.953], [10.092, 7.968, 8.864], [12.683, 9.715, 10.099], [6.128, 4.987, 6.173], [10.902, 10.920, 4.978], [10.970, 12.346, 5.042], [10.412, 7.264, 10.155], [10.742, 10.582, 4.056], [4.827, 7.216, 6.206], [12.126, 8.498, 4.479], [10.200, 14.020, 5.927], [12.048, 12.737, 5.065], [8.027, 8.230, 5.939], [10.598, 12.805, 4.197], [10.955, 12.967, 7.145], [6.696, 8.275, 6.050], [5.918, 7.138, 6.081], [10.549, 5.189, 5.265], [9.236, 10.006, 6.084], [4.441, 10.560, 6.844], [6.633, 5.926, 6.037], [10.939, 5.974, 5.867], [9.507, 7.057, 10.682], [8.482, 11.117, 10.069], [7.650, 11.180, 9.335]],
  "nbo_charge": [0.208, 0.178, 0.165, -0.867, 0.242, 0.195, 0.205, 0.250, -0.584, 0.251, -0.275, 0.249, 0.274, 0.213, -0.270, 0.381, 1.645, 0.390, -0.205, 0.237, 0.186, -0.225, 0.232, 0.262, -0.546, 0.364, -0.709, 0.197, -0.243, -0.818, 0.222, 0.228, -0.711, -0.219, 0.217, -0.249, -0.865, 0.204, 0.247, -0.734, -0.248, -0.232, 0.398, 0.254, 0.221, 0.208, 0.216, -0.539, 0.218, 0.222, 0.149, -0.194, 0.256, 1.586, 0.264, -0.109, -0.718, 0.215, -0.258, 0.172],
  "charge": 2,
  "homo_energy_ev": -14.94,
  "orbital_gap_ev": 8.72,
  "total_energy_ev": -90473.0796
}



No. 3
{
  "formula": "C6H14NS2",
  "method": "ωB97M-V/def2-TZVPD",
  "species": ["H", "S", "H", "N", "H", "H", "H", "H", "C", "C", "C", "H", "H", "H", "H", "C", "H", "H", "C", "S", "H", "C", "H"],
  "positions_angstrom": [[-1.712, -2.396, -0.402], [3.029, 0.053, 1.025], [-2.507, -1.515, 0.897], [-0.635, 0.338, 0.083], [3.205, -0.290, -1.872], [3.797, -1.021, 0.666], [-1.829, 2.042, 0.334], [-1.502, -2.926, 1.104], [-1.598, -1.972, 0.529], [0.695, 0.997, 0.069], [2.457, 0.401, -1.533], [0.775, 1.369, 1.014], [0.545, 1.844, -0.582], [-1.575, 1.159, 1.649], [-0.290, -0.912, 1.764], [-0.507, -0.951, 0.778], [2.745, 1.369, -1.443], [-0.711, -0.014, -0.817], [-1.833, 0.996, 0.628], [1.016, -1.697, -0.209], [1.648, 0.339, -2.270], [1.720, -0.042, -0.258], [-2.807, 0.513, 0.519]],
  "nbo_charge": [0.246, -0.018, 0.222, -0.345, 0.241, 0.159, 0.246, 0.275, -0.671, -0.233, -0.595, 0.229, 0.244, 0.231, 0.230, -0.085, 0.227, 0.432, -0.438, 0.259, 0.196, -0.316, 0.265],
  "charge": 1,
  "e_above_lowest_ev": 0.761,
  "smiles": "C[C@H]1S[C@](C)(S)C[N@@H+]1C",
  "homo_energy_ev": -12.41,
  "orbital_gap_ev": 9.29,
  "total_energy_ev": -29601.3029
}



No. 4
{
  "formula": "C21H18AuN8S3",
  "method": "ωB97M-V/def2-TZVPD",
  "species": ["S", "H", "H", "C", "H", "H", "H", "Au", "C", "C", "H", "N", "H", "H", "H", "N", "C", "N", "N", "C", "C", "H", "N", "H", "N", "C", "N", "H", "H", "H", "C", "C", "C", "S", "C", "N", "C", "S", "C", "C", "H", "C", "C", "C", "H", "H", "C", "C", "C", "H", "C"],
  "positions_angstrom": [[-5.544, -1.394, -1.144], [3.830, 1.068, 1.741], [-1.715, 4.671, 1.743], [0.502, 1.833, 5.159], [-5.136, 2.918, 0.856], [0.039, -0.179, 4.588], [-2.284, 5.290, -0.578], [0.910, 0.427, 0.448], [-6.896, 1.697, 0.859], [-1.331, 3.586, -1.437], [6.632, -1.031, -1.248], [5.681, -0.985, -1.591], [-1.565, 3.847, -2.458], [0.154, 4.533, 3.161], [0.865, 3.918, 5.441], [-6.215, 0.617, 0.260], [-0.340, 2.539, 2.586], [-4.927, 0.458, 0.535], [4.788, -0.578, -0.686], [-0.387, 1.205, 3.016], [-6.184, 2.868, 1.109], [-8.783, 0.684, 1.066], [5.121, 0.198, 0.313], [0.856, 1.552, 6.138], [2.971, -0.182, 0.238], [-8.890, 2.718, 1.702], [-0.775, 0.208, 2.098], [-0.289, 1.811, -2.004], [-0.840, -0.718, 2.513], [-6.291, 4.869, 1.847], [-8.243, 1.607, 1.194], [0.510, 3.160, 4.762], [-4.374, -0.527, -0.099], [-8.269, -0.178, -1.310], [-6.754, -0.239, -0.648], [3.519, -0.832, -0.762], [3.958, 0.445, 0.882], [-2.774, -0.978, -0.014], [-6.838, 3.959, 1.649], [-1.721, 4.389, -0.383], [-9.942, 2.661, 1.931], [-0.287, 2.092, 0.115], [0.096, 3.506, 3.487], [-1.399, 4.048, 0.917], [-1.626, 0.411, 1.572], [5.359, -1.735, -2.187], [-8.197, 3.898, 1.917], [-0.675, 2.881, 1.193], [-0.608, 2.429, -1.180], [-8.716, 4.766, 2.292], [0.052, 0.859, 4.288]],
  "nbo_charge": [0.445, 0.238, 0.224, -0.185, 0.228, 0.216, 0.227, 0.839, 0.085, -0.191, 0.417, -0.597, 0.229, 0.224, 0.228, -0.161, -0.115, -0.213, 0.208, 0.201, -0.149, 0.242, -0.246, 0.229, -0.413, -0.200, -0.808, 0.227, 0.412, 0.223, -0.185, -0.205, -0.168, 0.060, -0.183, -0.047, 0.152, -0.050, -0.220, -0.205, 0.229, -0.221, -0.171, -0.209, 0.441, 0.414, -0.175, -0.036, -0.252, 0.226, -0.260],
  "charge": 1,
  "multiplicity": 3,
  "homo_energy_ev": [-10.78, -10.65],
  "s2": 2.055,
  "orbital_gap_ev": [8.55, 5.39],
  "total_energy_ev": -70177.5197
}



No. 5
{
  "formula": "C3H4NOP",
  "method": "ωB97M-V/def2-TZVPD",
  "species": ["O", "P", "H", "H", "C", "H", "H", "C", "C", "N"],
  "positions_angstrom": [[-2.208, -0.577, -1.005], [-0.860, -0.730, -0.692], [-0.216, 2.161, 0.745], [1.305, -0.440, -0.117], [0.274, -1.723, -1.567], [0.937, 1.333, 1.676], [-0.902, 0.914, 1.612], [0.355, 0.023, 0.196], [0.055, 1.190, 1.097], [1.262, -2.151, -1.945]],
  "nbo_charge": [-0.989, 1.787, 0.233, 0.275, -0.156, 0.230, 0.231, -0.698, -0.665, -0.246],
  "charge": 0,
  "e_above_lowest_ev": 1.273,
  "homo_energy_ev": -9.38,
  "orbital_gap_ev": 9.03,
  "total_energy_ev": -15999.7403
}



No. 6
{
  "formula": "C5H8",
  "method": "ωB97M-V/def2-TZVPD",
  "species": ["H", "H", "H", "C", "H", "C", "C", "C", "H", "C", "H", "H", "H"],
  "positions_angstrom": [[0.755, -1.063, -1.920], [-0.104, -2.179, -0.806], [1.361, 0.840, 1.238], [-0.220, 1.140, -0.226], [-0.203, 1.028, 2.014], [-0.157, -0.136, -1.203], [0.051, -0.891, 0.995], [0.292, 0.603, 1.126], [0.149, -1.573, 1.832], [-0.233, -1.244, -0.265], [-0.726, -0.027, -2.112], [-1.271, 1.484, -0.070], [0.306, 2.016, -0.603]],
  "nbo_charge": [0.147, 0.213, 0.206, -0.417, 0.214, -0.344, -0.221, -0.438, 0.211, -0.227, 0.220, 0.219, 0.217],
  "charge": 0,
  "e_above_lowest_ev": 2.818,
  "homo_energy_ev": -8.28,
  "orbital_gap_ev": 9.31,
  "total_energy_ev": -5311.3485
}



Please write out number 6 again, unchanged.
{
  "formula": "C5H8",
  "method": "ωB97M-V/def2-TZVPD",
  "species": ["H", "H", "H", "C", "H", "C", "C", "C", "H", "C", "H", "H", "H"],
  "positions_angstrom": [[0.755, -1.063, -1.920], [-0.104, -2.179, -0.806], [1.361, 0.840, 1.238], [-0.220, 1.140, -0.226], [-0.203, 1.028, 2.014], [-0.157, -0.136, -1.203], [0.051, -0.891, 0.995], [0.292, 0.603, 1.126], [0.149, -1.573, 1.832], [-0.233, -1.244, -0.265], [-0.726, -0.027, -2.112], [-1.271, 1.484, -0.070], [0.306, 2.016, -0.603]],
  "nbo_charge": [0.147, 0.213, 0.206, -0.417, 0.214, -0.344, -0.221, -0.438, 0.211, -0.227, 0.220, 0.219, 0.217],
  "charge": 0,
  "e_above_lowest_ev": 2.818,
  "homo_energy_ev": -8.28,
  "orbital_gap_ev": 9.31,
  "total_energy_ev": -5311.3485
}